C13H31GaN2 | the ωB97M-V functional and the def2-TZVPD basis

Cartesian coordinates (Å):
C  2.712  0.986  2.625
C  1.694  1.482  3.400
Ga  0.810  3.266  2.786
C  -1.117  3.202  3.528
N  -1.890  2.348  2.610
C  -2.283  1.098  3.269
H  3.747  1.101  2.959
H  2.473  0.498  1.679
H  1.338  1.044  4.335
H  1.699  4.437  3.420
H  0.825  3.316  1.167
H  -1.590  4.180  3.647
H  -1.032  2.758  4.525
H  -1.280  2.054  1.853
H  -3.046  0.586  2.666
H  -2.743  1.254  4.241
H  -1.374  0.485  3.358
C  -0.028  -0.918  -5.168
C  -0.421  0.021  -4.022
C  0.496  -0.024  -2.802
N  0.167  -1.055  -1.739
C  -0.976  -0.538  -0.893
C  -1.231  -1.402  0.325
C  0.021  -1.574  1.167
C  1.201  -2.064  0.341
C  1.412  -1.187  -0.878
C  -0.173  -2.369  -2.344
H  -0.318  -1.952  -4.989
H  -0.522  -0.610  -6.089
H  1.048  -0.894  -5.345
H  -1.467  -0.129  -3.746
H  -0.353  1.036  -4.414
H  0.471  0.935  -2.287
H  1.526  -0.206  -3.110
H  -0.701  0.471  -0.580
H  -1.857  -0.482  -1.532
H  -2.008  -0.931  0.930
H  -1.628  -2.380  0.035
H  -0.173  -2.270  1.983
H  0.282  -0.613  1.628
H  1.059  -3.110  0.054
H  2.109  -2.046  0.946
H  2.198  -1.585  -1.519
H  1.684  -0.174  -0.574
H  0.646  -2.669  -2.992
H  -1.105  -2.272  -2.892
H  -0.305  -3.106  -1.562

The calculated total energy is -69332.855 eV. Its max |F| is 2.7 eV/A. As for the total charge: 0. As for the LUMO energy: -0.38 eV. Its HOMO energy is -5.258 eV.